Record 1
Entry from OMol25: C23H34NO3S2SbSeTi as an isolated structure in a non-equilibrium geometry (the ωB97M-V functional and the def2-TZVPD basis).

Positions of all 66 atoms, in Å:
1 Sb -2.40 0.72 -2.51
2 Se 0.86 -0.17 3.68
3 Ti 0.10 -0.51 1.03
4 S 1.52 -2.51 0.96
5 S -0.92 -1.67 -0.92
6 O -1.76 1.17 2.83
7 O -1.28 0.82 0.63
8 O -1.64 -0.95 1.98
9 N -1.49 0.36 1.89
10 C 2.01 0.44 -0.53
11 C -2.76 2.74 -4.84
12 C -0.48 -3.36 -0.70
13 C 1.50 1.21 -1.58
14 C 3.33 -1.75 3.73
15 C 5.43 -1.00 4.68
16 C -2.70 -0.90 -3.94
17 C -4.02 0.19 -1.18
18 C 2.69 -0.55 4.08
19 C 1.94 0.92 0.78
20 C -3.60 2.16 -3.69
21 C -3.88 -0.82 -4.91
22 C -0.02 4.14 0.25
23 C 1.30 2.15 1.01
24 C 0.76 2.89 -0.02
25 C 4.81 0.19 5.06
26 C 3.47 0.41 4.76
27 C -5.44 0.60 -1.58
28 C 1.04 -5.13 0.20
29 C 4.67 -1.96 4.02
30 C 0.90 2.43 -1.33
31 C 0.57 -3.70 0.05
32 C -1.35 -4.38 -1.42
33 H -3.92 -0.89 -1.05
34 H 2.58 0.49 1.53
35 H 2.99 1.34 5.05
36 H -5.75 0.13 -2.52
37 H 1.20 2.50 2.03
38 H -1.76 -0.98 -4.49
39 H 2.76 -2.51 3.21
40 H -6.16 0.30 -0.81
41 H -0.15 4.29 1.32
42 H 0.91 -5.49 1.22
43 H -4.84 -0.73 -4.38
44 H -3.80 0.04 -5.58
45 H -2.77 -1.79 -3.31
46 H -1.64 -5.19 -0.75
47 H 0.47 5.03 -0.17
48 H -3.94 -1.71 -5.54
49 H 2.55 -0.47 -0.74
50 H 6.48 -1.16 4.89
51 H -3.74 0.64 -0.22
52 H -0.85 -4.82 -2.29
53 H -1.01 4.06 -0.20
54 H 0.51 -5.81 -0.48
55 H 5.14 -2.90 3.72
56 H 0.51 3.02 -2.15
57 H -3.91 2.96 -3.02
58 H 2.11 -5.19 -0.02
59 H -1.88 3.26 -4.46
60 H -5.53 1.68 -1.71
61 H -4.50 1.68 -4.08
62 H -2.26 -3.89 -1.77
63 H -2.39 1.95 -5.51
64 H -3.32 3.45 -5.46
65 H 5.37 0.95 5.59
66 H 1.57 0.85 -2.60

Net charge: -2
LUMO (alpha / beta) in hartree: 0.1657 / 0.1657
Energy in eV: -148702.832
Kohn-Sham gap (alpha / beta) in eV: 4.98 / 5.24
<S²>: 2.014
2S+1: 3
Molecular weight in g mol⁻¹: 685.25
Energy above the lowest of the compared OMol25 structures with the same formula, charge and spin in eV: 2.3579

These are the Löwdin partial charges, in e, on atoms 1 to 4: 1.380, 0.688, 0.365, 0.593

=====

Record 2
Entry from OMol25: C23H35BrIN6O2Pt as an isolated structure in a non-equilibrium geometry (the ωB97M-V functional and the def2-TZVPD basis).

Positions of all 69 atoms, in Å:
1 Pt 0.79 -0.32 -0.87
2 I -0.99 0.06 1.86
3 Br -2.35 -1.10 4.94
4 O 1.85 -0.92 0.87
5 O 3.70 -0.45 2.00
6 N 2.35 -0.94 4.23
7 N 3.41 1.09 4.08
8 N 0.93 -3.24 -0.91
9 N 0.08 -2.21 -1.10
10 N 1.78 1.45 -0.41
11 N 1.40 0.91 5.23
12 C -2.22 -1.87 -1.95
13 C -4.82 -0.18 3.97
14 C 0.36 -4.41 -1.25
15 C -1.05 -2.72 -1.60
16 C 0.35 1.76 -5.75
17 C 2.38 0.36 4.51
18 C -0.83 1.30 -4.89
19 C 3.02 1.14 0.34
20 C 2.86 -0.18 1.14
21 C -1.58 0.17 -5.61
22 C -1.78 2.48 -4.65
23 C 3.52 2.31 1.20
24 C 0.07 0.38 -2.53
25 C -3.90 0.74 1.52
26 C -3.00 0.18 2.43
27 C 3.30 2.51 3.73
28 C 2.62 2.74 2.38
29 C -5.70 0.38 3.06
30 C -3.48 -0.28 3.65
31 C -0.33 0.80 -3.59
32 C -5.24 0.84 1.84
33 C 1.08 -5.71 -1.12
34 C -0.90 -4.12 -1.71
35 H 0.60 0.36 5.52
36 H -1.92 0.51 -6.59
37 H 4.50 2.04 1.57
38 H -2.15 2.87 -5.60
39 H 3.79 0.94 -0.40
40 H 2.38 3.80 2.30
41 H 2.78 3.06 4.52
42 H -0.01 2.10 -6.72
43 H -2.39 -1.90 -3.03
44 H 1.96 1.99 -1.25
45 H -3.53 1.10 0.57
46 H -5.93 1.27 1.12
47 H -2.64 2.17 -4.05
48 H -6.75 0.46 3.31
49 H 1.81 -3.06 -0.46
50 H 1.26 -5.96 -0.07
51 H 1.55 -1.49 4.49
52 H 3.66 3.16 0.52
53 H 1.05 0.94 -5.90
54 H 1.67 2.20 2.37
55 H 2.05 -5.68 -1.62
56 H -3.11 -2.24 -1.45
57 H 4.01 0.58 3.43
58 H -1.64 -4.82 -2.06
59 H 0.49 -6.51 -1.56
60 H -0.94 -0.69 -5.75
61 H 1.13 2.00 0.16
62 H -2.03 -0.84 -1.66
63 H 4.32 2.90 3.72
64 H 0.88 2.58 -5.27
65 H -2.46 -0.14 -5.03
66 H -5.17 -0.55 4.92
67 H 2.92 -1.26 3.46
68 H 1.47 1.85 5.57
69 H -1.27 3.29 -4.12

Net charge: +1
LUMO in hartree: -0.0759
Energy in eV: -118840.801
Kohn-Sham gap in eV: 8.31
Molecular weight in g mol⁻¹: 829.46
Energy above the lowest of the compared OMol25 structures with the same formula, charge and spin in eV: 0.0000

These are the Löwdin partial charges, in e, on atoms 1 to 4: 0.966, 1.019, 0.694, -0.255